Formula: C81H178N10O13
Source: the OMol25 dataset
Level of theory: ωB97M-V/def2-TZVPD

Bonds (Å) are listed after each position.
Atoms and positions in Å:
1 C -22.454 10.561 -9.641  C2 1.522, H12 1.082, H13 1.071, H14 1.161
2 C -22.409 9.679 -8.401  C1 1.522, C3 1.547, C4 1.547, N10 1.470
3 C -23.860 9.343 -7.986  C2 1.547, H15 1.053, H16 1.097, H17 1.124
4 C -21.586 8.412 -8.734  C2 1.547, C5 1.506, H18 1.094, H19 1.048
5 C -21.230 7.618 -7.505  C4 1.506, C6 1.591, H20 1.081, H21 1.065
6 C -20.507 8.530 -6.419  C5 1.591, C7 1.542, H22 1.087, H23 1.168
7 C -21.294 9.812 -6.079  C6 1.542, C8 1.560, C9 1.495, N10 1.513
8 C -22.558 9.534 -5.209  C7 1.560, H24 1.074, H25 1.080, H26 1.082
9 C -20.418 10.760 -5.324  C7 1.495, H27 1.116, H28 1.096, H29 1.103
10 N -21.655 10.450 -7.401  C2 1.470, C7 1.513, O11 1.448
11 O -22.527 11.578 -7.145  N10 1.448, H30 0.951
12 H -22.805 11.553 -9.391  C1 1.082
13 H -21.481 10.673 -10.074  C1 1.071
14 H -23.166 10.128 -10.450  C1 1.161
15 H -23.947 8.462 -7.415  C3 1.053
16 H -24.370 10.085 -7.358  C3 1.097
17 H -24.476 9.312 -8.925  C3 1.124
18 H -22.212 7.798 -9.387  C4 1.094
19 H -20.769 8.719 -9.314  C4 1.048
20 H -22.127 7.163 -7.110  C5 1.081
21 H -20.668 6.738 -7.713  C5 1.065
22 H -19.557 8.870 -6.825  C6 1.087
23 H -20.430 7.835 -5.484  C6 1.168
24 H -22.295 9.208 -4.221  C8 1.074
25 H -23.208 8.746 -5.559  C8 1.080
26 H -23.047 10.487 -5.053  C8 1.082
27 H -20.000 10.133 -4.499  C9 1.116
28 H -20.963 11.650 -4.990  C9 1.096
29 H -19.547 11.049 -5.936  C9 1.103
30 H -21.986 12.359 -7.181  O11 0.951
31 C -25.980 16.377 -15.411  C32 1.519, H42 1.063, H43 1.096, H44 1.085
32 C -27.313 17.100 -15.318  C31 1.519, C33 1.564, C34 1.545, N40 1.499
33 C -27.029 18.638 -15.324  C32 1.564, H45 1.077, H46 1.065, H47 1.079
34 C -28.083 16.782 -16.619  C32 1.545, C35 1.558, H48 1.095, H49 1.092
35 C -28.997 15.523 -16.532  C34 1.558, C36 1.560, H50 1.088, H51 1.093
36 C -29.911 15.788 -15.296  C35 1.560, C37 1.528, H52 1.079, H53 1.083
37 C -29.056 15.722 -14.031  C36 1.528, C38 1.572, C39 1.624, N40 1.486
38 C -30.071 15.911 -12.846  C37 1.572, H54 1.069, H55 1.129, H56 1.067
39 C -28.300 14.296 -13.850  C37 1.624, H57 1.096, H58 1.076, H59 1.085
40 N -28.139 16.890 -14.085  C32 1.499, C37 1.486, O41 1.451
41 O -27.254 17.041 -12.945  N40 1.451, H60 0.943
42 H -25.958 15.314 -15.415  C31 1.063
43 H -25.539 16.614 -16.386  C31 1.096
44 H -25.231 16.748 -14.719  C31 1.085
45 H -26.275 18.926 -16.037  C33 1.077
46 H -27.871 19.231 -15.598  C33 1.065
47 H -26.734 18.966 -14.340  C33 1.079
48 H -28.807 17.584 -16.800  C34 1.095
49 H -27.426 16.706 -17.488  C34 1.092
50 H -29.484 15.446 -17.502  C35 1.088
51 H -28.391 14.627 -16.377  C35 1.093
52 H -30.753 15.135 -15.129  C36 1.079
53 H -30.220 16.824 -15.358  C36 1.083
54 H -31.019 15.425 -12.938  C38 1.069
55 H -30.409 16.981 -12.721  C38 1.129
56 H -29.545 15.613 -11.966  C38 1.067
57 H -27.469 14.128 -14.544  C39 1.096
58 H -29.072 13.583 -14.081  C39 1.076
59 H -27.856 14.179 -12.867  C39 1.085
60 H -26.695 16.282 -12.911  O41 0.943
61 C -28.514 6.133 -5.359  C62 1.517, H72 1.082, H73 1.134, H74 1.114
62 C -27.407 6.749 -4.524  C61 1.517, C63 1.525, C64 1.528, N70 1.442
63 C -26.184 5.859 -4.334  C62 1.525, H75 1.094, H76 1.142, H77 1.047
64 C -26.896 7.982 -5.270  C62 1.528, C65 1.484, H78 1.124, H79 1.121
65 C -25.950 8.776 -4.448  C64 1.484, C66 1.557, H80 1.054, H81 1.065
66 C -26.758 9.288 -3.220  C65 1.557, C67 1.599, H82 1.066, H83 1.125
67 C -27.273 8.082 -2.305  C66 1.599, C68 1.529, C69 1.520, N70 1.503
68 C -26.130 7.360 -1.591  C67 1.529, H84 1.123, H85 1.090, H86 1.123
69 C -28.344 8.533 -1.323  C67 1.520, H87 1.073, H88 1.094, H89 1.075
70 N -27.996 7.209 -3.291  C62 1.442, C67 1.503, O71 1.390
71 O -28.477 6.052 -2.689  N70 1.390, H90 0.979
72 H -29.020 5.281 -4.922  C61 1.082
73 H -29.325 6.915 -5.499  C61 1.134
74 H -28.271 5.800 -6.394  C61 1.114
75 H -25.322 6.462 -4.035  C63 1.094
76 H -26.329 4.953 -3.655  C63 1.142
77 H -25.996 5.423 -5.267  C63 1.047
78 H -26.433 7.737 -6.265  C64 1.124
79 H -27.749 8.678 -5.481  C64 1.121
80 H -25.116 8.223 -4.119  C65 1.054
81 H -25.507 9.614 -4.934  C65 1.065
82 H -27.559 9.828 -3.671  C66 1.066
83 H -26.037 9.890 -2.601  C66 1.125
84 H -25.429 8.139 -1.187  C68 1.123
85 H -25.578 6.676 -2.234  C68 1.090
86 H -26.577 6.811 -0.720  C68 1.123
87 H -28.862 7.849 -0.679  C69 1.073
88 H -29.068 9.084 -1.930  C69 1.094
89 H -27.824 9.215 -0.676  C69 1.075
90 H -29.444 6.034 -2.837  O71 0.979
91 C -31.819 13.339 -3.917  C92 1.563, H102 1.036, H103 1.091, H104 1.061
92 C -31.997 12.590 -5.277  C91 1.563, C93 1.495, C94 1.504, N100 1.513
93 C -32.884 13.383 -6.181  C92 1.495, H105 1.109, H106 1.085, H107 1.116
94 C -30.603 12.368 -5.794  C92 1.504, C95 1.482, H108 1.112, H109 1.104
95 C -29.837 11.388 -4.988  C94 1.482, C96 1.545, H110 1.072, H111 1.129
96 C -30.584 10.036 -5.021  C95 1.545, C97 1.519, H112 1.082, H113 1.118
97 C -32.001 10.087 -4.477  C96 1.519, C98 1.524, C99 1.503, N100 1.452
98 C -32.689 8.819 -4.968  C97 1.524, H114 1.091, H115 1.110, H116 1.050
99 C -32.108 10.239 -2.985  C97 1.503, H117 1.098, H118 1.153, H119 1.097
100 N -32.604 11.208 -5.175  C92 1.513, C97 1.452, O101 1.397
101 O -33.943 11.356 -4.805  N100 1.397, H120 0.993
102 H -32.001 14.357 -3.985  C91 1.036
103 H -32.505 12.987 -3.145  C91 1.091
104 H -30.865 13.214 -3.470  C91 1.061
105 H -33.758 13.840 -5.673  C93 1.109
106 H -32.324 14.266 -6.472  C93 1.085
107 H -33.202 12.867 -7.118  C93 1.116
108 H -30.630 11.989 -6.839  C94 1.112
109 H -30.044 13.320 -5.813  C94 1.104
110 H -28.867 11.359 -5.445  C95 1.072
111 H -29.658 11.672 -3.910  C95 1.129
112 H -30.029 9.206 -4.604  C96 1.082
113 H -30.802 9.654 -6.049  C96 1.118
114 H -33.574 8.532 -4.397  C98 1.091
115 H -32.005 7.982 -4.714  C98 1.110
116 H -32.885 8.915 -5.995  C98 1.050
117 H -31.316 10.847 -2.528  C99 1.098
118 H -32.017 9.174 -2.552  C99 1.153
119 H -33.126 10.416 -2.616  C99 1.097
120 H -33.859 11.824 -3.933  O101 0.993
121 C -27.113 11.117 -12.521  C122 1.577, H132 1.065, H133 1.088, H134 1.078
122 C -27.944 9.892 -11.979  C121 1.577, C123 1.556, C124 1.529, N130 1.487
123 C -29.154 9.968 -12.955  C122 1.556, H135 1.095, H136 1.077, H137 1.144
124 C -27.009 8.683 -11.922  C122 1.529, C125 1.560, H138 1.092, H139 1.107
125 C -27.651 7.495 -11.141  C124 1.560, C126 1.499, H140 1.104, H141 1.098
126 C -28.004 8.008 -9.778  C125 1.499, C127 1.553, H142 1.093, H143 1.111
127 C -29.019 9.183 -9.763  C126 1.553, C128 1.510, C129 1.499, N130 1.457
128 C -30.321 8.657 -10.317  C127 1.510, H144 1.080, H145 1.134, H146 1.097
129 C -29.188 9.702 -8.367  C127 1.499, H147 1.073, H148 1.114, H149 1.074
130 N -28.374 10.196 -10.589  C122 1.487, C127 1.457, O131 1.474
131 O -29.265 11.365 -10.698  N130 1.474, H150 0.963
132 H -26.573 10.875 -13.406  C121 1.065
133 H -27.851 11.870 -12.789  C121 1.088
134 H -26.455 11.525 -11.772  C121 1.078
135 H -29.948 10.544 -12.467  C123 1.095
136 H -28.771 10.452 -13.837  C123 1.077
137 H -29.586 8.951 -13.256  C123 1.144
138 H -26.739 8.273 -12.897  C124 1.092
139 H -26.064 8.939 -11.405  C124 1.107
140 H -28.605 7.177 -11.596  C125 1.104
141 H -26.922 6.674 -11.121  C125 1.098
142 H -27.092 8.441 -9.359  C126 1.093
143 H -28.426 7.161 -9.197  C126 1.111
144 H -30.504 8.622 -11.381  C128 1.080
145 H -31.187 9.210 -9.839  C128 1.134
146 H -30.421 7.591 -10.079  C128 1.097
147 H -29.790 9.062 -7.752  C129 1.073
148 H -29.532 10.761 -8.411  C129 1.114
149 H -28.214 9.760 -7.916  C129 1.074
150 H -28.968 11.903 -9.956  O131 0.963
151 C -26.135 17.014 -8.292  C152 1.546, H162 1.111, H163 1.118, H164 1.087
152 C -27.003 17.670 -7.193  C151 1.546, C153 1.595, C154 1.486, N160 1.525
153 C -26.255 17.685 -5.784  C152 1.595, H165 1.071, H166 1.086, H167 1.069
154 C -27.359 19.002 -7.748  C152 1.486, C155 1.588, H168 1.095, H169 1.107
155 C -28.536 19.759 -6.998  C154 1.588, C156 1.532, H170 1.093, H171 1.129
156 C -29.744 18.838 -7.200  C155 1.532, C157 1.593, H172 1.109, H173 1.083
157 C -29.526 17.406 -6.537  C156 1.593, C158 1.544, C159 1.545, N160 1.517
158 C -29.445 17.579 -5.004  C157 1.544, H174 1.052, H175 1.083, H176 1.102
159 C -30.729 16.491 -6.862  C157 1.545, H177 1.083, H178 1.090, H179 1.073
160 N -28.266 16.818 -7.143  C152 1.525, C157 1.517, O161 1.394
161 O -27.950 15.596 -6.553  N160 1.394, H180 0.952
162 H -26.664 16.948 -9.266  C151 1.111
163 H -25.272 17.669 -8.567  C151 1.118
164 H -25.743 16.057 -7.955  C151 1.087
165 H -26.026 16.713 -5.398  C153 1.071
166 H -25.311 18.186 -5.976  C153 1.086
167 H -26.900 18.200 -5.104  C153 1.069
168 H -26.436 19.583 -7.649  C154 1.095
169 H -27.633 18.933 -8.818  C154 1.107
170 H -28.252 19.858 -5.948  C155 1.093
171 H -28.608 20.787 -7.462  C155 1.129
172 H -29.984 18.592 -8.255  C156 1.109
173 H -30.661 19.210 -6.761  C156 1.083
174 H -28.572 18.111 -4.759  C158 1.052
175 H -29.535 16.584 -4.586  C158 1.083
176 H -30.288 18.175 -4.617  C158 1.102
177 H -30.855 16.358 -7.929  C159 1.083
178 H -31.634 17.000 -6.532  C159 1.090
179 H -30.697 15.543 -6.361  C159 1.073
180 H -28.237 14.963 -7.203  O161 0.952
181 C -27.039 16.964 0.204  C182 1.540, H192 1.133, H193 1.078, H194 1.124
182 C -26.717 15.973 -0.930  C181 1.540, C183 1.506, C184 1.540, N190 1.479
183 C -26.623 16.735 -2.225  C182 1.506, H195 1.131, H196 1.112, H197 1.081
184 C -25.380 15.227 -0.766  C182 1.540, C185 1.556, H198 1.105, H199 1.088
185 C -25.430 14.100 0.306  C184 1.556, C186 1.537, H200 1.179, H201 1.105
186 C -26.608 13.153 0.028  C185 1.537, C187 1.546, H202 1.053, H203 1.134
187 C -27.978 13.829 -0.211  C186 1.546, C188 1.519, C189 1.529, N190 1.494
188 C -28.790 12.760 -0.921  C187 1.519, H204 1.078, H205 1.086, H206 1.102
189 C -28.727 14.194 1.071  C187 1.529, H207 1.101, H208 1.099, H209 1.119
190 N -27.765 14.957 -1.167  C182 1.479, C187 1.494, O191 1.425
191 O -29.015 15.622 -1.322  N190 1.425, H210 0.977
192 H -26.532 17.950 -0.031  C181 1.133
193 H -28.089 17.209 0.206  C181 1.078
194 H -26.641 16.753 1.233  C181 1.124
195 H -25.674 17.324 -2.404  C183 1.131
196 H -26.488 15.971 -3.020  C183 1.112
197 H -27.467 17.378 -2.432  C183 1.081
198 H -25.056 14.792 -1.728  C184 1.105
199 H -24.688 16.048 -0.594  C184 1.088
200 H -24.447 13.452 0.240  C185 1.179
201 H -25.520 14.564 1.304  C185 1.105
202 H -26.714 12.506 0.852  C186 1.053
203 H -26.299 12.443 -0.799  C186 1.134
204 H -29.858 12.897 -0.861  C188 1.078
205 H -28.705 11.792 -0.438  C188 1.086
206 H -28.491 12.655 -1.977  C188 1.102
207 H -29.005 13.249 1.562  C189 1.101
208 H -29.544 14.788 0.638  C189 1.099
209 H -28.175 14.880 1.763  C189 1.119
210 H -29.516 15.160 -2.022  O191 0.977
211 C -19.479 13.549 -7.976  O212 1.473, H220 1.053, H221 1.133, H222 1.132
212 O -20.846 14.049 -7.746  C211 1.473, C213 1.394
213 C -21.109 15.394 -8.002  O212 1.394, C214 1.538, H223 1.087, H224 1.112
214 C -22.583 15.444 -8.438  C213 1.538, N215 1.455, H225 1.095, H226 1.073
215 N -22.605 14.891 -9.784  C214 1.455, C216 1.483, H227 1.029
216 C -23.956 14.441 -10.197  N215 1.483, C217 1.477, H228 1.075, H229 1.094
217 C -24.004 13.881 -11.562  C216 1.477, O218 1.386, H230 1.067, H231 1.121
218 O -23.193 12.757 -11.532  C217 1.386, C219 1.397
219 C -22.861 12.301 -12.809  O218 1.397, H232 1.108, H233 1.130, H234 1.070
220 H -18.782 13.887 -7.262  C211 1.053
221 H -19.165 13.890 -9.010  C211 1.133
222 H -19.692 12.438 -7.928  C211 1.132
223 H -20.489 15.768 -8.812  C213 1.087
224 H -20.960 16.015 -7.091  C213 1.112
225 H -22.937 16.481 -8.424  C214 1.095
226 H -23.174 14.860 -7.759  C214 1.073
227 H -21.978 14.075 -9.771  N215 1.029
228 H -24.544 15.341 -10.180  C216 1.075
229 H -24.330 13.763 -9.424  C216 1.094
230 H -23.578 14.634 -12.187  C217 1.067
231 H -25.045 13.802 -11.970  C217 1.121
232 H -23.756 11.851 -13.283  C219 1.108
233 H -22.131 11.438 -12.802  C219 1.130
234 H -22.517 13.090 -13.444  C219 1.070
235 C -36.773 10.104 -9.940  O236 1.388, H244 1.073, H245 1.102, H246 1.119
236 O -36.050 11.184 -10.428  C235 1.388, C237 1.471
237 C -34.876 10.722 -11.184  O236 1.471, C238 1.527, H247 1.082, H248 1.083
238 C -34.126 12.007 -11.526  C237 1.527, N239 1.493, H249 1.116, H250 1.100
239 N -33.836 12.756 -10.267  C238 1.493, C240 1.489, H251 1.024
240 C -33.329 14.109 -10.626  N239 1.489, C241 1.517, H252 1.087, H253 1.091
241 C -32.287 14.613 -9.644  C240 1.517, O242 1.436, H254 1.049, H255 1.112
242 O -31.836 15.929 -10.001  C241 1.436, C243 1.387
243 C -32.749 16.915 -9.661  O242 1.387, H256 1.075, H257 1.126, H258 1.044
244 H -37.524 10.459 -9.261  C235 1.073
245 H -36.061 9.456 -9.403  C235 1.102
246 H -37.246 9.469 -10.730  C235 1.119
247 H -35.273 10.176 -12.030  C237 1.082
248 H -34.286 10.063 -10.559  C237 1.083
249 H -34.660 12.664 -12.252  C238 1.116
250 H -33.239 11.744 -12.122  C238 1.100
251 H -34.747 12.945 -9.840  N239 1.024
252 H -34.096 14.868 -10.764  C240 1.087
253 H -32.756 14.043 -11.552  C240 1.091
254 H -31.389 14.075 -9.709  C241 1.049
255 H -32.767 14.624 -8.641  C241 1.112
256 H -32.180 17.812 -9.501  C243 1.075
257 H -33.108 16.679 -8.621  C243 1.126
258 H -33.538 16.992 -10.341  C243 1.044
259 C -28.658 14.447 -9.473  O260 1.420, H268 1.122, H269 1.015, H270 1.126
260 O -28.074 13.366 -8.760  C259 1.420, C261 1.461
261 C -26.657 13.273 -9.104  O260 1.461, C262 1.558, H271 1.099, H272 1.077
262 C -26.044 12.042 -8.371  C261 1.558, N263 1.488, H273 1.074, H274 1.112
263 N -26.245 11.980 -6.898  C262 1.488, C264 1.443, H275 1.016
264 C -25.568 13.022 -6.163  N263 1.443, C265 1.549, H276 1.155, H277 1.090
265 C -26.054 13.154 -4.697  C264 1.549, O266 1.411, H278 1.126, H279 1.049
266 O -25.142 13.947 -3.969  C265 1.411, C267 1.376
267 C -23.991 13.281 -3.619  O266 1.376, H280 1.095, H281 1.081, H282 1.070
268 H -28.101 15.420 -9.436  C259 1.122
269 H -29.574 14.597 -9.062  C259 1.015
270 H -28.736 14.144 -10.554  C259 1.126
271 H -26.166 14.193 -8.758  C261 1.099
272 H -26.576 13.168 -10.174  C261 1.077
273 H -25.006 11.958 -8.633  C262 1.074
274 H -26.481 11.124 -8.821  C262 1.112
275 H -27.241 12.136 -6.780  N263 1.016
276 H -25.750 14.029 -6.696  C264 1.155
277 H -24.485 12.935 -6.080  C264 1.090
278 H -26.185 12.131 -4.246  C265 1.126
279 H -27.027 13.526 -4.575  C265 1.049
280 H -24.218 12.594 -2.796  C267 1.095
281 H -23.236 13.978 -3.284  C267 1.081
282 H -23.517 12.760 -4.425  C267 1.070

## Properties
SMILES	CC1(C)CCCC(C)(C)N1O.CC1(C)CCCC(C)(C)N1O.CC1(C)CCCC(C)(C)N1O.CC1(C)CCCC(C)(C)N1O.CC1(C)CCCC(C)(C)N1O.CC1(C)CCCC(C)(C)N1O.CC1(C)CCCC(C)(C)N1O.COCCNCCOC.COCCNCCOC.COCCNCCOC
strongest force on any atom	3.49	eV/A
net charge	0
2S+1	1
orbital gap	8.78	eV
relative energy (zero: lowest compared OMol25 entry of this formula, charge and spin)	0.0	kJ/mol
HOMO level	-0.30256	hartree